1.
19
Properties=species:S:1:pos:R:3:lowdin_charge:R:1 method="wB97M-V/def2-TZVPD" total_charge=0 smiles=CC(C)[C@@H](C)N multiplicity=1 homo_lumo_gap_ev=10.10
C 1.636 0.367 -1.185 -0.0768
C 0.157 0.282 -0.784 -0.4208
C -0.695 -1.010 -1.188 -0.0703
C -0.069 0.441 0.718 -0.4239
C -1.721 0.632 1.067 -0.0659
N 0.668 -0.555 1.470 0.0365
H 2.236 -0.522 -0.931 0.0697
H 1.757 0.291 -2.328 0.0986
H 1.954 1.352 -0.841 0.0777
H -0.422 1.038 -1.240 0.1049
H -0.730 -1.163 -2.295 0.0730
H -1.587 -1.261 -0.639 0.0443
H 0.101 -1.916 -0.996 0.1078
H 0.120 1.461 0.956 0.0965
H -2.458 0.358 0.219 0.0645
H -1.949 1.629 1.655 0.0901
H -1.996 -0.249 1.690 0.0496
H 0.963 -1.284 0.784 0.0646
H 1.485 -0.119 1.909 0.0800

2.
51
Properties=species:S:1:pos:R:3:mulliken_spin:R:1 method="wB97M-V/def2-TZVPD" total_charge=-1 multiplicity=2 homo_lumo_gap_ev="5.33 / 5.65"
Co -0.551 1.904 -0.347 0.9823
C 2.527 3.243 -4.405 0.0004
S 2.931 1.624 -3.675 0.0024
C 1.675 1.560 -2.425 0.0059
S 0.040 1.559 -2.893 0.0488
N 2.133 1.423 -1.220 -0.0076
N 1.302 1.444 -0.204 -0.0107
C 1.758 1.065 0.981 0.0051
C 0.933 1.212 2.108 -0.0127
C 1.277 0.740 3.397 0.0016
C 0.405 0.918 4.436 -0.0020
C -0.805 1.586 4.205 -0.0014
C -1.078 2.021 2.919 0.0022
N -0.265 1.827 1.900 0.0307
H 2.971 3.267 -5.397 -0.0002
H 2.946 4.019 -3.770 0.0003
H 1.448 3.345 -4.457 0.0001
H 2.763 0.668 1.061 -0.0002
H 2.219 0.231 3.534 -0.0004
H 0.644 0.552 5.425 -0.0004
H -1.501 1.763 5.009 -0.0004
H -1.998 2.550 2.694 -0.0006
O -0.345 5.901 -1.234 -0.0017
S -1.147 4.736 -0.957 0.0004
O -1.985 4.324 -2.092 0.0001
O -0.140 3.573 -0.677 -0.0158
O -1.941 4.848 0.281 -0.0001
N 1.503 -8.459 -0.841 -0.0001
C 1.114 -7.379 -0.734 0.0000
C 0.639 -6.073 -0.578 -0.0002
C -0.644 -5.849 -0.046 0.0001
C -1.101 -4.570 0.139 -0.0001
C -0.298 -3.472 -0.203 0.0005
C 0.972 -3.692 -0.755 -0.0008
C 1.438 -4.970 -0.933 0.0001
N -0.748 -2.173 0.037 -0.0014
C -1.587 -1.800 1.054 0.0002
C -1.729 -0.451 0.968 -0.0074
N -0.991 0.021 -0.077 -0.0072
C -0.419 -1.040 -0.623 -0.0080
H -1.264 -6.694 0.217 0.0000
H -2.093 -4.404 0.532 0.0000
H 1.586 -2.845 -1.015 -0.0001
H 2.426 -5.143 -1.333 0.0000
H -1.977 -2.493 1.770 0.0000
H -2.308 0.190 1.599 -0.0006
H 0.178 -1.012 -1.515 -0.0012
N -2.502 2.412 -0.422 -0.0039
H -2.523 3.257 0.189 0.0014
H -3.325 1.833 -0.286 0.0013
H -2.565 2.906 -1.339 0.0012

3.
80
Properties=species:S:1:pos:R:3:mulliken_spin:R:1 method="wB97M-V/def2-TZVPD" total_charge=-1 multiplicity=2 homo_lumo_gap_ev="6.94 / 6.87"
Cr 0.811 0.833 -0.638 1.1025
C -5.736 -2.405 2.231 0.0000
C -4.918 -1.303 1.603 0.0000
C -4.485 -1.411 0.283 -0.0006
C -3.671 -0.443 -0.282 0.0023
C -3.309 0.665 0.469 0.0017
C -3.741 0.802 1.780 -0.0005
C -4.537 -0.186 2.340 -0.0001
S -2.343 1.980 -0.214 0.0034
O -3.258 2.740 -1.036 0.0029
O -1.720 2.654 0.885 0.0029
N -1.211 1.256 -1.130 -0.0015
C -1.463 1.062 -2.498 -0.0072
C -2.680 0.937 -3.148 -0.0054
C -2.749 0.738 -4.541 0.0014
C -1.634 0.704 -5.326 0.0003
C -0.371 0.880 -4.718 -0.0027
C 0.834 0.970 -5.447 -0.0052
C 1.998 1.223 -4.789 0.0036
C 1.989 1.313 -3.385 -0.0043
N 0.905 1.160 -2.670 -0.0120
C -0.292 1.013 -3.316 0.0130
H -6.482 -2.791 1.533 0.0000
H -6.251 -2.053 3.127 -0.0001
H -5.090 -3.238 2.522 0.0000
H -4.763 -2.281 -0.303 -0.0001
H -3.297 -0.572 -1.294 -0.0005
H -3.418 1.665 2.352 -0.0002
H -4.852 -0.097 3.376 0.0000
H -3.592 1.037 -2.584 0.0002
H -3.725 0.630 -5.001 -0.0001
H -1.699 0.572 -6.401 0.0002
H 0.810 0.865 -6.527 -0.0003
H 2.936 1.335 -5.319 -0.0002
H 2.903 1.503 -2.834 -0.0026
S 1.457 3.144 -0.318 -0.0217
C 2.733 3.334 0.812 0.0045
N 3.423 2.445 1.461 0.0006
C 4.389 3.024 2.267 0.0003
C 5.311 2.318 3.042 0.0004
C 6.239 3.016 3.799 -0.0003
C 6.268 4.413 3.792 0.0004
C 5.365 5.130 3.018 -0.0005
C 4.431 4.429 2.264 0.0003
S 3.205 5.017 1.193 -0.0011
H 5.293 1.233 3.022 0.0001
H 6.957 2.471 4.403 0.0000
H 7.007 4.942 4.384 0.0001
H 5.393 6.214 2.994 0.0000
C -1.410 -2.814 -3.503 -0.0001
N -1.617 -3.078 -2.090 0.0001
C -2.526 -3.973 -1.554 0.0015
C -2.365 -3.915 -0.216 -0.0013
N -1.372 -2.997 0.072 -0.0028
B -1.187 -2.462 1.547 -0.0013
N 0.295 -2.264 1.987 -0.0008
C 1.053 -3.227 2.626 -0.0014
C 2.085 -2.618 3.242 0.0006
N 1.954 -1.268 2.984 -0.0023
C 2.859 -0.210 3.413 0.0026
C 0.871 -1.062 2.201 0.0033
S 0.380 0.509 1.677 -0.0134
C -0.898 -2.500 -1.089 -0.0019
S 0.483 -1.547 -1.424 -0.0098
H -2.081 -3.455 -4.071 0.0000
H -0.377 -3.018 -3.779 0.0002
H -1.622 -1.770 -3.731 0.0003
H -3.188 -4.560 -2.170 -0.0001
H -2.888 -4.433 0.570 -0.0001
H -1.694 -3.306 2.270 0.0000
H -1.722 -1.399 1.634 -0.0006
H 0.788 -4.271 2.590 -0.0002
H 2.898 -3.016 3.827 -0.0001
H 3.680 -0.661 3.970 0.0002
H 2.330 0.503 4.043 -0.0013
H 3.234 0.325 2.543 -0.0004
Cl 3.380 -1.152 0.369 -0.0015
C 2.801 0.133 -0.777 -0.0622
H 2.970 -0.321 -1.753 0.0105
H 3.518 0.940 -0.644 0.0086

4.
8
Properties=species:S:1:pos:R:3:lowdin_charge:R:1 method="wB97M-V/def2-TZVPD" total_charge=0 multiplicity=1 homo_lumo_gap_ev="5.40 / 5.37"
C 0.929 0.406 0.148 -0.2574
O -0.982 0.502 -1.897 -0.3670
P -0.725 -0.028 -0.588 0.5039
Cl -0.808 -3.351 0.750 -0.4007
Br -2.471 0.738 0.763 0.2979
H 0.930 1.128 1.090 0.1006
H 1.641 -0.500 0.241 0.0791
H 1.486 1.103 -0.507 0.0434

5.
13
Properties=species:S:1:pos:R:3:lowdin_charge:R:1 method="wB97M-V/def2-TZVPD" total_charge=0 smiles="O=C1OC[C@@H]2C[C@H]12" multiplicity=1 homo_lumo_gap_ev=10.63
O -1.101 -1.859 0.123 0.0819
C -0.324 -0.901 -0.034 -0.4867
O 0.819 -0.901 0.587 0.0956
C 1.400 0.343 0.355 -0.1413
C 0.503 1.110 -0.522 -0.2325
C -0.792 1.681 0.111 0.0291
C -0.672 0.320 -0.702 -0.1426
H 1.876 0.687 1.206 0.1123
H 2.371 0.055 -0.100 0.1453
H 0.752 1.599 -1.406 0.1280
H -0.719 1.634 1.322 0.1736
H -1.287 2.400 -0.473 0.0764
H -1.427 0.381 -1.480 0.1610

6.
9
Properties=species:S:1:pos:R:3:lowdin_charge:R:1 method="wB97M-V/def2-TZVPD" total_charge=0 multiplicity=1 homo_lumo_gap_ev="5.34 / 5.35"
C 0.156 -0.769 0.043 -0.2830
C 1.772 0.629 0.024 -0.2249
N 1.460 -0.698 -0.144 0.0324
N -0.309 0.504 0.304 -0.0513
N 0.667 1.347 0.221 -0.0083
F -3.290 -0.115 -1.000 -0.5264
S -2.944 -0.210 0.564 0.8639
H -0.313 -1.739 0.007 0.0866
H 2.801 1.050 -0.019 0.1109

Max |F| readings, ordered: 0.112; 0.065; 0.024; 0.076; 0.148; 0.061 hartree/bohr
Energy relative to the best compared isomer or geometry (same formula, charge and spin) readings, ordered: 202.1; 145.9; 0.0; 426.5; 222.8; 432.2 kJ/mol